A.
Below is a single C5H3N molecule, with properties calculated with wB97M-V/def2-TZVPD.

Last columns: bonded neighbours and bond lengths (Å).
Positions of all 9 atoms, in Å:
1 C -1.048 -0.203 -0.611  C4 1.497, C5 1.362, H7 1.073
2 C 1.190 -0.584 -0.296  C5 1.450, N6 1.333, H8 1.068
3 C -1.640 -1.580 -2.478  C4 1.371
4 C -0.617 -1.189 -1.652  C1 1.497, C3 1.371, N6 1.450
5 C 0.018 0.133 0.167  C1 1.362, C2 1.450, H9 1.076
6 N 0.790 -1.325 -1.330  C2 1.333, C4 1.450
7 H -2.057 0.151 -0.520  C1 1.073
8 H 2.206 -0.595 0.036  C2 1.068
9 H -0.030 0.827 0.988  C5 1.076

- HOMO-LUMO gap: 8.62 eV



B.
Below is a single C5H3N molecule, with properties calculated with wB97M-V/def2-TZVPD.

Last columns: bonded neighbours and bond lengths (Å).
Positions of all 9 atoms, in Å:
1 C -0.427 1.394 -0.007  C2 1.377, H6 1.155, H7 1.071
2 C -0.391 0.028 -0.178  C1 1.377, C3 1.422, C5 1.428
3 C 0.849 -0.668 -0.146  C2 1.422, C4 1.241
4 C 2.006 -1.086 0.017  C3 1.241, H8 1.082
5 C -1.607 -0.713 -0.078  C2 1.428, N9 1.146
6 H 0.572 1.973 -0.031  C1 1.155
7 H -1.423 1.725 0.208  C1 1.071
8 H 3.029 -1.389 0.198  C4 1.082
9 N -2.607 -1.265 0.017  C5 1.146

- HOMO-LUMO gap: 9.38 eV
- SMILES: C#CC(=C)C#N



Energies in kJ/mol, measured from the most stable structure: A 211.1; B 0.0.